Molecular formula: C48H123BN11O20
Method: DFT, ωB97M-V/def2-TZVPD

Output
strongest force on any atom	5.8	eV/A
total charge	-2
2S+1	2
LUMO energy (spin up / spin down)	0.133 / 0.133	Eh
HOMO-LUMO gap (spin up / spin down)	2.9 / 6.9	eV
HOMO energy (spin up / spin down)	0.7 / -3.2	eV

Each line ends with the Löwdin spin population.
Atoms and positions in Å:
O  -3.19671  -2.01616  -1.09947  0.20
C  -2.37467  -1.10477  -0.96166  0.22
O  -2.14248  -0.28477  0.04820  0.07
B  -1.01872  0.56258  -0.26078  0.01
O  -0.83411  0.36282  -1.71996  0.08
C  -1.39866  -0.74059  -2.06082  0.22
O  -1.13326  -1.41589  -3.06244  0.17
O  0.23971  0.10028  0.44706  0.01
C  0.77146  1.17278  0.95811  0.00
O  1.81942  1.23510  1.58383  0.00
C  -0.14190  2.43416  0.63142  0.00
O  -1.20793  2.00752  0.05617  0.00
O  0.04064  3.59868  1.01732  0.00
C  4.85237  -4.12746  -6.80237  0.00
C  5.04053  -4.29302  -5.37265  0.00
C  3.71025  -4.54363  -4.65272  0.00
O  2.85661  -3.42382  -4.72346  0.00
C  1.66740  -3.71595  -4.00187  0.00
N  5.94420  -5.46834  -5.20367  0.00
H  5.76647  -3.93253  -7.36320  0.00
H  4.23408  -3.27575  -7.08596  0.00
H  4.38893  -4.99147  -7.27861  0.00
H  5.53739  -3.48747  -4.83198  0.00
H  3.91712  -4.72172  -3.59746  0.00
H  3.12104  -5.32705  -5.12937  0.00
H  1.24671  -4.71793  -4.08653  0.00
H  1.02890  -2.94389  -4.43123  0.00
H  1.85039  -3.37628  -2.98244  0.00
H  5.30391  -6.18096  -4.88381  0.00
H  6.33866  -5.85759  -6.04806  0.00
C  -0.68662  -0.71173  4.07266  0.00
C  -0.25766  -2.23865  3.94669  0.00
C  -0.12089  -2.60438  2.44943  0.00
O  0.20339  -4.04133  2.31182  0.00
C  0.48049  -4.35663  0.92416  0.00
N  0.96686  -2.44463  4.62719  0.00
H  -1.64858  -0.59512  3.57351  0.00
H  0.12143  -0.07239  3.71713  0.00
H  -0.94464  -0.41708  5.08986  0.00
H  -1.03070  -2.94136  4.25767  0.00
H  0.68360  -1.99556  2.03682  0.00
H  -1.05948  -2.41351  1.92914  0.00
H  0.03721  -5.35108  0.87242  0.00
H  1.52745  -4.52666  0.67304  0.00
H  -0.02525  -3.70210  0.21429  0.00
H  1.33917  -3.35804  4.40999  0.00
H  0.79169  -2.42290  5.62165  0.00
C  -3.46119  -5.16362  0.96504  0.00
C  -4.06955  -4.07388  1.84021  0.00
C  -5.62077  -3.82531  1.82986  0.00
O  -6.10480  -2.68829  2.48946  0.00
C  -5.63678  -1.40987  2.15688  0.00
N  -3.55332  -4.36312  3.13840  0.00
H  -3.49315  -4.96154  -0.10559  0.00
H  -3.91442  -6.12010  1.22550  0.00
H  -2.42533  -5.36779  1.23598  0.00
H  -3.56728  -3.16906  1.49796  0.00
H  -5.94431  -4.70321  2.38907  0.00
H  -6.00207  -3.98375  0.82110  0.00
H  -4.60771  -1.36095  2.51285  0.00
H  -6.32177  -0.66816  2.56768  0.00
H  -5.68278  -1.36697  1.06870  0.00
H  -2.55712  -4.49709  3.03979  0.00
H  -3.71688  -3.56779  3.73906  0.00
C  -2.96261  5.37917  -0.64888  0.00
C  -3.74240  6.57642  -0.23360  0.00
C  -4.57074  6.33556  1.02611  0.00
O  -5.72812  5.49238  0.88917  0.00
C  -6.80272  6.00970  0.10531  0.00
N  -2.70283  7.59298  -0.01514  0.00
H  -2.29934  5.51238  -1.50353  0.00
H  -3.70102  4.61447  -0.88989  0.00
H  -2.33366  5.02480  0.16778  0.00
H  -4.36358  6.66018  -1.12535  0.00
H  -4.77342  7.21363  1.63930  0.00
H  -3.96370  5.80016  1.75615  0.00
H  -7.25031  6.71930  0.80117  0.00
H  -7.49137  5.22873  -0.21708  0.00
H  -6.42638  6.66269  -0.68214  0.00
H  -2.30405  7.84048  -0.90946  0.00
H  -3.21324  8.41659  0.26990  0.00
C  -1.51745  -6.62632  -1.97899  0.00
C  -1.79932  -5.34987  -2.82302  0.00
C  -3.20725  -5.03814  -3.36661  0.00
O  -3.64834  -6.07886  -4.27052  0.00
C  -3.55337  -5.61159  -5.59462  0.00
N  -1.35156  -4.30345  -1.90657  0.00
H  -1.78053  -7.46705  -2.62092  0.00
H  -2.08405  -6.61917  -1.04786  0.00
H  -0.47184  -6.73930  -1.69259  0.00
H  -1.14045  -5.23092  -3.68316  0.00
H  -3.41616  -4.08153  -3.84553  0.00
H  -3.80388  -5.21800  -2.47230  0.00
H  -2.54008  -5.43153  -5.95367  0.00
H  -4.16514  -4.71049  -5.63773  0.00
H  -4.08586  -6.29725  -6.25373  0.00
H  -1.26909  -3.40901  -2.36839  0.00
H  -2.01786  -4.22513  -1.15158  0.00
C  -3.02142  3.86777  4.08039  0.00
C  -2.73124  2.39913  4.21519  0.00
C  -3.52426  1.80366  5.41798  0.00
O  -3.35901  2.58125  6.58334  0.00
C  -2.06165  2.41129  7.13852  0.00
N  -3.04999  1.67773  2.99114  0.00
H  -4.06490  4.11023  4.28156  0.00
H  -2.73009  4.52858  3.26396  0.00
H  -2.47994  4.33845  4.90097  0.00
H  -1.66001  2.27858  4.37651  0.00
H  -3.18207  0.77959  5.56728  0.00
H  -4.59260  1.88640  5.21826  0.00
H  -1.86760  3.07872  7.97815  0.00
H  -1.22729  2.69137  6.49549  0.00
H  -1.92614  1.40139  7.52559  0.00
H  -2.37385  1.83009  2.25649  0.00
H  -3.86107  2.15952  2.63039  0.00
C  6.29168  -2.44835  2.66692  0.00
C  5.12972  -1.46508  2.99562  0.00
C  4.01703  -1.60072  1.93209  0.00
O  4.56516  -1.39438  0.65330  0.00
C  3.75270  -1.36146  -0.55701  0.00
N  4.69031  -1.82509  4.32248  0.00
H  7.16035  -2.27823  3.30297  0.00
H  6.66882  -2.30753  1.65398  0.00
H  6.24561  -3.51389  2.89188  0.00
H  5.52304  -0.44976  2.94535  0.00
H  3.26209  -0.84645  2.15401  0.00
H  3.59120  -2.59609  2.05863  0.00
H  3.58382  -2.39732  -0.85122  0.00
H  4.42000  -1.01999  -1.34835  0.00
H  2.79806  -0.83766  -0.60589  0.00
H  4.61632  -2.83031  4.38703  0.00
H  3.73969  -1.48850  4.26664  0.00
C  2.67018  -0.68997  -6.76593  0.00
C  3.33077  0.00323  -5.51493  0.00
C  2.23397  0.51843  -4.60774  0.00
O  2.66495  1.69959  -3.80996  0.00
C  1.80887  2.10053  -2.77129  0.00
N  4.16018  -0.96227  -4.82934  0.00
H  3.49020  -1.02906  -7.39894  0.00
H  1.85388  -0.25862  -7.34531  0.00
H  2.08707  -1.55742  -6.45673  0.00
H  3.74200  0.95844  -5.84136  0.00
H  1.72994  -0.29381  -4.08398  0.00
H  1.38067  0.90020  -5.16829  0.00
H  2.23199  2.91864  -2.18840  0.00
H  1.69486  1.21727  -2.14284  0.00
H  0.79398  2.31113  -3.10854  0.00
H  3.64329  -1.81109  -4.64925  0.00
H  4.18355  -0.55471  -3.90552  0.00
C  -3.23518  2.52444  -3.97931  0.00
C  -2.67272  2.17426  -5.45682  0.00
C  -2.01232  0.84998  -5.35568  0.00
O  -1.95612  0.22723  -6.59844  0.00
C  -1.20679  -0.96569  -6.57236  0.00
N  -3.96148  2.21068  -6.12364  0.00
H  -3.81772  1.68381  -3.60237  0.00
H  -3.89182  3.39276  -3.92494  0.00
H  -2.42581  2.54340  -3.24947  0.00
H  -2.04002  2.89287  -5.97777  0.00
H  -2.66337  0.21610  -4.75365  0.00
H  -1.04712  0.87438  -4.84983  0.00
H  -1.77600  -1.71513  -6.02242  0.00
H  -0.19346  -0.88452  -6.17908  0.00
H  -1.13730  -1.26361  -7.61856  0.00
H  -4.53498  1.50346  -5.68655  0.00
H  -3.99509  1.73382  -7.01335  0.00
C  1.29072  3.19812  4.80534  0.00
C  2.45672  2.45940  5.39017  0.00
C  2.05528  1.48966  6.50627  0.00
O  1.29399  2.07087  7.48746  0.00
C  1.10651  1.11441  8.50982  0.00
N  3.01170  1.73107  4.22721  0.00
H  0.70911  2.55724  4.14269  0.00
H  1.61296  4.10908  4.30094  0.00
H  0.60991  3.56864  5.57170  0.00
H  3.31148  3.04695  5.72525  0.00
H  2.90138  0.95376  6.93641  0.00
H  1.52191  0.66595  6.03181  0.00
H  2.03838  1.07957  9.07419  0.00
H  0.69109  0.13847  8.25869  0.00
H  0.30349  1.51778  9.12671  0.00
H  2.25355  1.51545  3.59569  0.00
H  3.48941  0.86985  4.45125  0.00
C  5.18363  2.43095  1.89101  0.00
C  4.81200  3.94167  1.76633  0.00
C  4.48100  4.45773  0.34429  0.00
O  3.74332  5.68461  0.44084  0.00
C  3.38804  6.17470  -0.86805  0.00
N  3.72481  4.00650  2.66010  0.00
H  5.24480  2.05175  2.91109  0.00
H  6.13341  2.18663  1.41527  0.00
H  4.53295  1.73800  1.35759  0.00
H  5.60793  4.52278  2.23206  0.00
H  3.80947  3.67792  -0.01495  0.00
H  5.37123  4.49826  -0.28337  0.00
H  2.75252  5.38538  -1.26952  0.00
H  4.20254  6.50305  -1.51371  0.00
H  2.72247  7.03717  -0.83286  0.00
H  2.90963  3.59680  2.22681  0.00
H  3.80302  3.32778  3.40395  0.00
O  0.20016  6.73907  0.76704  0.00
H  0.53262  5.90797  0.42795  0.00
H  -0.73350  6.72794  0.55635  0.00